No. 1
{"formula": "C21H57NO8", "method": "ωB97M-V/def2-TZVPD", "e_lumo_ev": 0.46, "total_charge": 0, "spin_multiplicity": 1, "homo_energy_ev": -7.58, "elements": ["C", "C", "C", "C", "C", "C", "N", "O", "C", "C", "C", "H", "H", "H", "H", "H", "H", "H", "H", "H", "H", "H", "H", "H", "H", "H", "H", "H", "H", "H", "O", "H", "H", "O", "H", "H", "O", "H", "H", "C", "C", "C", "O", "H", "H", "H", "H", "H", "H", "H", "H", "C", "C", "C", "O", "H", "H", "H", "H", "H", "H", "H", "H", "C", "C", "C", "O", "H", "H", "H", "H", "H", "H", "H", "H", "C", "C", "C", "O", "H", "H", "H", "H", "H", "H", "H", "H"], "positions_angstrom": [[-2.016, 0.247, 3.453], [-1.378, -1.131, 3.345], [-1.814, -2.059, 2.256], [-1.363, -1.723, 0.836], [0.170, -1.674, 0.678], [0.791, -0.837, 1.883], [0.113, -1.122, 3.178], [0.775, -0.580, 4.187], [2.288, -1.219, 1.913], [0.688, 0.617, 1.554], [-1.652, -1.782, 4.769], [-2.001, 0.747, 2.485], [-1.404, 0.795, 4.169], [-3.022, 0.250, 3.873], [-1.696, -3.095, 2.574], [-2.895, -1.994, 2.139], [-1.540, -0.748, 0.382], [-1.856, -2.406, 0.145], [0.370, -1.237, -0.300], [0.511, -2.708, 0.642], [2.392, -2.177, 2.422], [2.783, -1.326, 0.948], [2.975, -0.547, 2.428], [1.654, 0.945, 1.170], [-0.111, 0.996, 0.917], [0.506, 1.193, 2.461], [-1.139, -1.223, 5.552], [-1.408, -2.844, 4.786], [-2.724, -1.840, 4.957], [1.056, 0.305, 3.944], [-0.180, 0.160, -0.926], [0.128, 0.966, -0.512], [0.620, -0.307, -1.168], [-1.707, -1.405, -0.927], [-1.120, -0.695, -1.188], [-2.537, -1.200, -1.357], [1.196, -2.314, -1.138], [0.308, -2.015, -1.331], [1.088, -2.942, -0.423], [3.642, 1.096, 0.068], [2.277, 0.996, -0.557], [2.352, 0.879, -2.106], [1.480, -0.144, -0.273], [4.095, 0.116, 0.213], [3.655, 1.652, 1.006], [4.158, 1.873, -0.495], [1.792, 1.937, -0.295], [1.969, 1.775, -2.596], [1.956, 0.002, -2.620], [3.388, 0.698, -2.392], [2.002, -0.855, 0.107], [-0.886, -3.839, -3.358], [-1.053, -2.340, -3.112], [0.341, -1.598, -3.162], [-1.963, -1.786, -4.047], [-0.512, -4.158, -4.331], [-1.853, -4.332, -3.261], [-0.310, -4.279, -2.544], [-1.394, -2.278, -2.078], [0.394, -1.095, -2.196], [0.312, -0.881, -3.982], [1.186, -2.287, -3.153], [-2.841, -2.174, -4.038], [-1.127, 2.680, 1.918], [0.238, 3.241, 1.379], [1.459, 2.966, 2.321], [0.560, 2.623, 0.179], [-1.927, 2.750, 1.181], [-1.355, 3.344, 2.752], [-1.144, 1.691, 2.377], [0.048, 4.292, 1.158], [2.457, 3.087, 1.900], [1.558, 1.912, 2.582], [1.324, 3.698, 3.117], [1.156, 1.923, 0.456], [-0.175, 3.021, -3.232], [-1.058, 1.788, -3.382], [-2.061, 1.603, -2.245], [-1.806, 1.817, -4.565], [0.414, 2.910, -2.322], [-0.703, 3.932, -2.949], [0.414, 3.132, -4.142], [-0.370, 0.943, -3.384], [-1.688, 1.410, -1.240], [-2.767, 0.782, -2.369], [-2.686, 2.494, -2.179], [-1.798, 0.912, -4.887]]}

***

No. 2
{"formula": "C23H15F3N2O6PbS8", "method": "ωB97M-V/def2-TZVPD", "e_lumo_ev": -3.14, "total_charge": 0, "spin_multiplicity": 1, "homo_energy_ev": -8.50, "elements": ["Pb", "O", "C", "S", "C", "C", "S", "S", "S", "O", "C", "C", "C", "C", "C", "S", "C", "C", "C", "C", "S", "C", "C", "C", "C", "S", "H", "H", "H", "H", "H", "H", "H", "H", "H", "N", "C", "O", "C", "C", "C", "C", "N", "C", "H", "H", "H", "H", "H", "H", "F", "C", "F", "F", "S", "O", "O", "O"], "positions_angstrom": [[1.312, -0.985, 0.685], [-4.535, -5.424, 1.303], [-3.515, -4.862, 1.067], [-3.335, -3.604, -0.185], [-1.699, -3.135, 0.199], [-1.060, -3.885, 1.267], [0.459, -3.637, 1.846], [-1.983, -5.203, 1.925], [-1.003, -1.948, -0.696], [-0.141, 0.725, 1.102], [-1.444, 1.031, 1.467], [-2.351, 1.056, 0.241], [-1.910, 0.991, -1.052], [-2.941, 1.172, -2.009], [-4.147, 1.406, -1.432], [-4.040, 1.402, 0.282], [-1.441, 2.466, 2.018], [-2.239, 3.052, 2.949], [-1.902, 4.417, 3.175], [-0.858, 4.831, 2.413], [-0.261, 3.564, 1.416], [-1.920, 0.149, 2.616], [-3.120, -0.386, 2.965], [-3.063, -1.137, 4.177], [-1.824, -1.153, 4.725], [-0.708, -0.246, 3.787], [-0.868, 0.846, -1.297], [-2.782, 1.148, -3.077], [-5.097, 1.604, -1.902], [-3.043, 2.540, 3.458], [-2.412, 5.051, 3.887], [-0.398, 5.805, 2.381], [-4.034, -0.258, 2.408], [-3.914, -1.654, 4.600], [-1.491, -1.645, 5.626], [4.787, 0.089, -4.157], [4.841, 1.317, -3.611], [5.631, 2.179, -3.958], [3.860, 1.597, -2.504], [3.431, 2.905, -2.319], [2.563, 3.193, -1.283], [2.145, 2.159, -0.465], [2.553, 0.900, -0.632], [3.407, 0.623, -1.624], [5.423, -0.101, -4.914], [4.042, -0.577, -3.996], [3.793, 3.670, -2.994], [2.215, 4.200, -1.102], [1.450, 2.323, 0.349], [3.740, -0.402, -1.701], [3.375, -5.088, -2.784], [3.117, -4.084, -1.960], [2.840, -4.586, -0.748], [4.228, -3.328, -1.856], [1.737, -2.961, -2.487], [0.533, -3.733, -2.510], [2.191, -2.381, -3.723], [1.805, -2.010, -1.359]]}

***

Max |F|, record by record: 0.2393; 0.0346 hartree/bohr